Molecular formula: C27H51BrN2PS3SnTe
Method: DFT, wB97M-V/def2-TZVPD

Geometry as XYZ:
```
87
Properties=species:S:1:pos:R:3:forces:R:3
Sn 0.061175 -0.423978 -0.681479 -0.2 -0.5 -0.1
C -4.693456 -0.291868 0.112251 0.1 0.0 -0.1
C -3.645404 -0.612143 -0.935167 0.1 -0.2 0.0
S -3.454921 0.649977 -2.174635 0.0 -0.1 0.0
C -2.916023 -1.753550 -0.985445 -0.1 0.2 0.1
C -3.086394 -2.858981 0.036889 0.0 0.1 -0.1
S -1.637323 -2.065760 -2.161000 -0.1 0.1 0.2
H -4.601591 0.754899 0.414281 0.0 -0.1 0.0
H -4.601353 -0.907344 1.007507 0.0 0.0 0.0
H -5.705303 -0.423304 -0.286232 0.0 0.0 0.0
H -3.939302 -2.720222 0.703764 0.0 0.0 -0.1
H -2.176496 -2.935880 0.638106 0.0 0.0 0.0
H -3.203357 -3.811648 -0.480734 0.0 0.0 0.0
C -1.742468 -4.682997 5.406112 0.0 0.0 -0.1
C -0.426022 -4.983945 4.664415 0.0 0.1 0.0
C -0.161161 -3.971415 3.535425 -0.1 0.0 0.1
C -0.676433 -2.578975 3.925077 -0.1 0.0 0.0
C -2.219686 -2.633461 4.018697 0.1 -0.1 0.0
C -2.734914 -4.018800 4.455544 0.1 0.0 0.0
P -0.151788 -1.325034 2.662041 -0.1 -0.1 0.0
C -0.935497 0.274007 3.176685 -0.2 0.0 0.0
C -0.926259 0.649314 4.674220 0.0 0.1 -0.1
C -2.029335 1.670714 5.012645 0.1 0.0 -0.1
C -2.218488 2.646243 3.852721 0.0 -0.1 -0.1
C -2.766224 1.913864 2.609605 0.1 0.0 0.1
C -2.351734 0.433589 2.593127 0.1 0.1 0.0
C 1.632959 -0.971807 3.032895 0.1 0.0 0.1
C 2.557999 -1.818083 2.138432 0.1 0.0 0.0
C 4.008752 -1.618817 2.571323 -0.1 0.0 0.1
C 4.246934 -2.212724 3.975540 -0.1 0.0 -0.1
C 2.966402 -2.197789 4.830437 0.0 0.0 -0.1
C 2.102074 -0.978971 4.511998 0.1 0.0 -0.1
H -1.552326 -4.003895 6.244704 0.0 0.0 0.0
H -2.157479 -5.598778 5.833444 0.0 0.0 0.0
H -0.460439 -5.992849 4.243351 0.0 0.0 0.0
H 0.407228 -4.967367 5.373394 0.0 0.0 0.0
H -0.666372 -4.279548 2.614868 0.0 0.0 0.0
H 0.902590 -3.954490 3.303340 0.0 0.0 0.0
H -0.261190 -2.321947 4.905970 0.0 0.0 0.0
H -2.655742 -2.380664 3.048227 0.0 0.0 0.0
H -2.567129 -1.876654 4.727104 0.0 0.0 0.0
H -2.872629 -4.659161 3.577145 0.0 0.0 0.0
H -3.716467 -3.917384 4.923159 0.0 0.0 0.0
H -0.306537 0.991499 2.634119 0.0 0.0 0.0
H 0.046207 1.079416 4.929646 0.0 0.0 0.0
H -1.050662 -0.239642 5.299928 0.0 0.0 0.0
H -1.770490 2.202392 5.932067 0.0 0.0 0.0
H -2.974854 1.152539 5.205896 0.0 0.0 0.0
H -1.248623 3.099054 3.619207 0.0 0.0 0.0
H -2.883430 3.463740 4.136432 0.0 0.0 0.0
H -2.400398 2.395421 1.699756 0.0 0.0 0.0
H -3.857481 1.981720 2.586596 0.0 0.0 0.0
H -2.395025 0.052211 1.567590 0.0 0.0 0.1
H -3.061261 -0.159023 3.177862 0.0 0.0 0.0
H 1.732415 0.048041 2.648320 0.0 0.1 0.0
H 2.422738 -1.510288 1.099136 0.0 0.0 0.0
H 2.306823 -2.883910 2.184787 0.0 0.0 0.0
H 4.217070 -0.543088 2.572266 0.0 -0.1 0.0
H 4.690935 -2.067022 1.847091 0.0 0.0 0.0
H 5.032596 -1.649791 4.486162 0.0 0.0 0.0
H 4.608143 -3.241105 3.886255 0.0 0.0 0.0
H 3.223630 -2.205516 5.891731 0.0 0.0 0.0
H 2.385790 -3.107183 4.648467 0.0 0.0 0.0
H 2.694244 -0.076022 4.702809 0.0 0.0 0.0
H 1.258117 -0.933525 5.199677 0.0 0.0 0.0
Te -1.477265 1.806871 -1.403754 0.1 0.2 -0.1
Br 1.949558 1.563209 0.066644 0.1 0.3 0.1
C 1.333293 -0.906450 -6.248345 -0.1 -0.1 0.2
N 1.538722 -1.527872 -4.945950 0.0 -0.1 0.0
C 0.597785 -2.600630 -4.632987 0.1 0.0 -0.1
C 2.375024 -1.041354 -4.014818 -0.1 0.3 -0.1
S 2.377159 -1.543014 -2.415551 0.0 -0.1 -0.1
N 3.255157 -0.047860 -4.475616 0.0 -0.2 0.2
C 4.284351 -0.535368 -5.390500 -0.1 0.0 0.0
C 3.797486 0.852863 -3.456219 0.0 0.0 -0.2
H 0.261899 -0.788342 -6.415506 0.0 0.0 0.0
H 1.736593 -1.530004 -7.049616 0.0 0.0 0.0
H 1.803719 0.068058 -6.276487 0.0 0.1 0.0
H 0.406704 -3.167801 -5.545463 0.0 0.0 0.0
H -0.339666 -2.190023 -4.252354 0.0 0.0 -0.1
H 1.009814 -3.252916 -3.869465 0.0 0.0 0.0
H 3.881239 -1.298717 -6.053014 0.0 0.0 0.0
H 5.122140 -0.973902 -4.833975 0.0 0.0 0.0
H 4.663640 0.287183 -5.999524 0.0 0.0 0.0
H 2.996594 1.281621 -2.858899 0.0 0.0 0.0
H 4.325578 1.656733 -3.976993 0.0 -0.1 0.0
H 4.485494 0.345465 -2.774125 0.0 0.0 0.0
```
Forces are in eV/Å.

Values from the calculation:
Charge ... -1
E ... -5761.30617 a.u.

---

Molecular formula: C3H4N4O
Method: DFT, wB97M-V/def2-TZVPD

Geometry as XYZ:
```
12
Properties=species:S:1:pos:R:3:forces:R:3
C 1.968992 0.064417 0.797495 2.9 -0.5 1.4
C 2.127634 0.304004 -0.636846 -0.1 0.7 -1.2
N 1.239609 -0.753403 -0.096146 -1.8 -0.6 -1.3
C -0.104574 -0.292523 -0.088624 0.3 -1.1 -1.3
N -1.207606 -1.138069 -0.161069 -0.4 1.3 2.3
N -2.218812 -0.393602 0.121250 1.9 -0.6 -2.3
O -1.738660 0.904706 0.039696 -4.2 1.0 1.4
N -0.475175 0.963361 -0.034265 2.4 -1.3 -0.2
H 2.717365 -0.384741 1.512520 -0.8 0.4 -1.2
H 1.357181 0.786658 1.195250 -0.8 1.7 1.6
H 2.986897 -0.017292 -1.248740 -0.6 0.0 0.6
H 1.529409 1.174340 -1.017127 1.1 -0.8 0.3
```
Forces are in eV/Å.

Values from the calculation:
Relative energy (zero: lowest compared OMol25 entry of this formula, charge and spin) ... 118.9 kcal/mol
Structure (SMILES) ... C1CN1c1nnon1
Charge ... 0
E ... -410.81381 a.u.

---

Molecular formula: C44H49BrN7O3Ru
Method: DFT, wB97M-V/def2-TZVPD

Geometry as XYZ:
```
105
Properties=species:S:1:pos:R:3:forces:R:3
Ru 0.366776 -0.100191 -0.169458 0.1 -0.3 0.2
C -0.133474 -4.479795 1.126936 0.1 -0.1 0.0
O -1.205937 -4.549485 0.186961 0.1 0.0 0.0
C -2.189987 -3.616209 0.348131 -0.1 -0.1 -0.1
C -3.492370 -4.045461 0.421588 -0.1 0.0 0.0
C -4.551391 -3.136131 0.534134 0.0 0.0 0.0
C -4.270955 -1.795484 0.617324 0.0 0.0 0.0
C -2.946313 -1.326847 0.539544 0.0 0.1 0.0
C -2.720701 0.076648 0.770066 -0.1 -0.1 0.1
N -1.586727 0.665911 0.691062 -0.1 0.1 -0.1
N -1.571295 2.001832 1.070946 0.1 0.0 0.0
C -0.337899 2.331808 1.357199 0.2 0.0 0.0
O 0.665977 1.529088 1.293081 -0.2 0.2 0.1
C -0.064571 3.744875 1.745229 0.0 0.0 0.0
C 1.242440 4.124181 2.033627 0.0 0.0 0.0
C 1.530225 5.442713 2.359887 0.0 0.0 0.0
C 0.514999 6.388651 2.394681 0.0 0.0 0.0
C -0.792629 6.011270 2.109651 0.0 0.0 0.0
C -1.083280 4.694968 1.787913 0.0 0.0 0.0
C -1.877984 -2.233807 0.348517 0.0 0.1 0.1
O -0.635961 -1.871596 0.206226 -0.1 0.0 -0.1
H 0.399101 -5.425152 1.049285 0.0 0.0 0.0
H -0.524724 -4.374331 2.142960 0.0 0.0 0.0
H 0.535912 -3.646975 0.911058 0.0 -0.1 0.0
H -3.676060 -5.112742 0.381824 0.0 0.0 0.0
H -5.570924 -3.494903 0.584082 0.0 0.0 0.0
H -5.066702 -1.072685 0.759377 0.0 0.0 0.0
H -3.566943 0.680153 1.100424 0.0 0.0 0.0
H 2.021764 3.374318 1.993456 0.0 0.0 0.0
H 2.548085 5.731177 2.592596 0.0 0.0 0.0
H 0.739309 7.417236 2.650872 0.0 0.0 0.0
H -1.588298 6.745543 2.144840 0.0 0.0 0.0
H -2.096436 4.383895 1.569788 0.0 0.0 0.0
C 2.675601 1.194040 -4.206750 0.0 0.0 0.0
C 1.262564 0.611060 -4.110316 0.0 0.0 0.0
C 0.334101 1.306439 -5.101197 0.0 0.0 0.0
C 1.314505 -0.891057 -4.255873 0.0 0.0 0.0
C 1.159636 -1.485975 -5.500891 0.0 0.0 0.0
C 1.319724 -2.852106 -5.666160 0.0 0.0 0.0
C 1.627314 -3.636395 -4.571523 0.0 0.0 0.0
C 1.761667 -3.090370 -3.296498 -0.1 0.0 0.0
C 2.039271 -4.039152 -2.136986 0.0 0.0 0.0
C 3.485005 -4.547736 -2.173624 0.0 0.0 0.0
C 1.080510 -5.232023 -2.126432 0.0 0.0 0.0
C 1.609967 -1.699799 -3.147747 0.0 0.0 0.0
N 1.756770 -1.123715 -1.843602 0.0 0.1 -0.1
C 2.927735 -1.279925 -1.307485 0.0 0.0 0.1
C 3.175027 -1.093231 0.068249 0.0 0.0 0.1
C 4.376367 -1.209023 0.768963 0.0 0.0 0.0
C 4.046855 -1.086843 2.114149 0.0 0.0 0.0
C 2.651173 -0.912468 2.190344 0.0 0.0 0.0
N 2.124420 -0.898364 0.951575 0.2 0.0 -0.2
C 1.853522 -0.835419 3.476904 0.0 0.0 0.0
C 2.370815 -1.913326 4.442014 0.0 0.0 0.0
C 0.364181 -1.090782 3.245679 0.0 0.0 0.0
C 2.050210 0.543269 4.123634 0.0 0.0 0.0
H 2.663661 2.275451 -4.039067 0.0 0.0 0.0
H 3.097849 1.004569 -5.197784 0.0 0.0 0.0
H 3.340227 0.746574 -3.465210 0.0 0.0 0.0
H 0.893435 0.818784 -3.112496 0.0 0.0 0.1
H 0.733564 1.289938 -6.118814 0.0 0.0 0.0
H 0.216387 2.356887 -4.820826 0.0 0.0 0.0
H -0.656523 0.846089 -5.119751 0.0 0.0 0.0
H 0.929585 -0.868422 -6.360688 0.0 0.0 0.0
H 1.208376 -3.301038 -6.645765 0.0 0.0 0.0
H 1.751457 -4.705092 -4.703098 0.0 0.0 0.0
H 1.887340 -3.500941 -1.201146 0.0 0.0 0.0
H 3.667870 -5.118585 -3.088117 0.0 0.0 0.0
H 3.680621 -5.204250 -1.322243 0.0 0.0 0.0
H 4.209874 -3.732935 -2.145719 0.0 0.0 0.0
H 1.194308 -5.848802 -3.020976 0.0 0.0 0.0
H 0.041518 -4.914804 -2.047273 0.0 0.0 0.0
H 1.291771 -5.868698 -1.264197 0.0 0.0 0.0
H 3.759098 -1.622539 -1.925096 0.0 0.0 0.0
H 5.351245 -1.388648 0.337055 0.0 0.0 0.0
H 4.724062 -1.156133 2.951413 0.0 0.0 0.0
H 2.244708 -2.911281 4.015337 0.0 0.0 0.0
H 1.808397 -1.866845 5.378079 0.0 0.0 0.0
H 3.426290 -1.777803 4.680277 0.0 0.0 0.0
H 0.202042 -2.024890 2.703069 0.0 0.1 0.0
H -0.100711 -0.284679 2.679867 0.0 0.0 0.0
H -0.142476 -1.158286 4.212293 0.0 0.0 0.0
H 3.104240 0.716451 4.354126 0.0 0.0 0.0
H 1.482272 0.602816 5.056682 0.0 0.0 0.0
H 1.705418 1.331188 3.454106 0.0 0.0 0.0
Br -1.701237 -2.612362 -3.004452 0.1 0.0 0.0
C -2.126190 -0.779445 -3.048742 0.0 0.1 0.1
C -3.093484 -0.377482 -3.967897 0.0 0.0 0.0
C -3.474722 0.947105 -3.979390 0.0 0.0 0.0
C -2.892882 1.817709 -3.067536 0.0 0.0 0.0
C -1.945075 1.318297 -2.201561 0.1 -0.1 0.0
N -1.537261 0.039062 -2.190784 -0.1 0.0 -0.2
H -3.530595 -1.105682 -4.635110 0.0 0.0 0.0
H -4.226305 1.292928 -4.677628 0.0 0.0 0.0
H -3.177110 2.860162 -3.014689 0.0 0.0 0.0
H -1.515842 1.953707 -1.437072 0.0 0.0 0.0
N 1.803686 4.123499 -1.397014 0.0 0.0 0.0
C 2.946356 3.482946 -0.981377 0.0 0.0 0.0
C 2.613348 2.169893 -0.885534 0.0 0.0 0.0
N 1.288025 1.997453 -1.231283 0.0 0.1 0.0
C 0.833805 3.194320 -1.522658 0.1 0.0 0.0
H 1.683068 5.112267 -1.522199 0.0 0.0 0.0
H 3.867073 4.006989 -0.794116 0.0 0.0 0.0
H 3.229708 1.344322 -0.564907 0.0 0.0 0.0
H -0.169007 3.445625 -1.826946 0.1 0.0 0.0
```
Forces are in eV/Å.

Values from the calculation:
Relative energy (zero: lowest compared OMol25 entry of this formula, charge and spin) ... 3.1 kcal/mol
Charge ... 0
2S+1 ... 6
⟨S²⟩ ... 8.760
E ... -4983.95243 a.u.